A molecular structure, C5H4DyO7 at a distorted geometry. Source: OMol25; level of theory: the ωB97M-V functional and the def2-TZVPD basis.

Each line ends with the Mulliken spin population.
Atoms and positions in Å:
O: -1.195 0.781 -0.424  0.052
C: -0.267 1.654 -0.397  -0.048
O: -0.247 2.659 -1.097  0.000
O: -2.856 0.307 2.288  -0.038
O: -3.671 2.242 3.131  0.002
C: -2.900 1.557 2.495  -0.036
Dy: -1.796 -1.037 0.647  6.094
O: -0.094 -2.127 -0.024  0.005
C: 1.039 -2.110 -0.803  -0.016
C: 1.457 -0.726 -1.280  0.001
O: 1.859 0.101 -0.172  -0.012
C: 1.214 1.175 0.239  -0.007
H: 1.904 -2.554 -0.269  0.001
H: 0.918 -2.711 -1.730  -0.002
H: 0.646 -0.230 -1.832  0.002
H: 2.332 -0.791 -1.940  0.000
O: 1.656 1.810 1.169  0.002

Properties
Relative energy (zero: lowest compared OMol25 entry of this formula, charge and spin): 0.0 kcal/mol
2S+1: 7
Kohn-Sham gap (spin up / spin down): 4.8 / 5.1 eV